[1]
The following is a quantum chemistry calculation of a cluster of 2 separate species, C5H10OS in total, from OMol25.

Summary:
E_HOMO	-7.96	eV
electronic energy	-18227.1528	eV
energy above the lowest of the compared OMol25 structures with the same formula, charge and spin	63.33	kcal/mol
SMILES string	CC(C)=CS.C=O
Kohn-Sham gap	8.42	eV

Each line ends with the Mulliken charge.
Element x y z (Å)
C1 -1.981 0.290 0.962  -1.259
C2 -1.107 -0.496 0.045  0.671
C3 -1.686 -0.850 -1.226  -0.978
C4 0.165 -0.677 0.391  -0.433
S1 1.322 -1.561 -0.619  -0.251
H1 -2.735 0.999 0.579  0.337
H2 -1.272 0.849 1.624  0.325
H3 -2.499 -0.402 1.641  0.272
H4 -1.895 0.184 -1.579  0.290
H5 -2.472 -1.637 -1.283  0.272
H6 -0.764 -1.123 -1.892  0.290
H7 0.564 -0.688 1.365  0.413
H8 2.518 -1.155 -0.236  0.086
C5 4.090 1.233 0.934  -0.033
O1 4.029 0.140 0.435  -0.409
H9 4.718 1.763 1.724  0.234
H10 3.215 1.961 0.666  0.172

Cartesian forces (eV/Å) of the 3 atoms listed first:
C 0.53 0.20 2.37
C 0.34 0.48 1.56
C 2.34 0.31 -3.13

---

[2]
The following is a quantum chemistry calculation of an isolated molecule of C2H6N2S2, from OMol25.

Summary:
E_HOMO	-9.01	eV
electronic energy	-26821.1707	eV
energy above the lowest of the compared OMol25 structures with the same formula, charge and spin	14.84	kcal/mol
SMILES string	[H]/N=C(\CS)NS
Kohn-Sham gap	9.69	eV

Each line ends with the Mulliken charge.
Element x y z (Å)
H1 0.122 2.048 -0.323  0.232
N1 -0.579 1.311 -0.438  -0.659
C1 -0.228 0.264 0.146  0.641
C2 1.178 0.109 0.733  -0.754
S1 2.186 -0.921 -0.326  -0.211
N2 -1.103 -0.804 0.226  -0.363
S2 -2.795 -0.724 -0.069  -0.166
H2 1.116 -0.458 1.652  0.284
H3 1.564 1.091 1.031  0.403
H4 2.138 -0.051 -1.416  0.155
H5 -0.779 -1.745 0.053  0.297
H6 -2.820 -0.119 -1.268  0.142

Cartesian forces (eV/Å) of the 3 atoms listed first:
H -0.26 -0.27 -0.17
N -0.53 1.73 -0.37
C 0.78 -0.51 0.23

---

[3]
The following is a quantum chemistry calculation of a cluster of 15 separate species, C45H120O15 in total, from OMol25.

Summary:
E_HOMO	-9.16	eV
electronic energy	-79321.9594	eV
energy above the lowest of the compared OMol25 structures with the same formula, charge and spin	100.86	kcal/mol
Kohn-Sham gap	9.35	eV

Each line ends with the Mulliken charge.
Element x y z (Å)
C1 -1.034 0.747 -6.428  -1.860
C2 -0.772 0.773 -4.936  2.283
C3 0.159 1.885 -4.468  -1.349
O1 -2.093 0.972 -4.314  -0.630
H1 -1.796 1.502 -6.622  0.444
H2 -1.379 -0.199 -6.846  0.367
H3 -0.203 1.069 -7.056  0.353
H4 -0.252 -0.130 -4.616  -0.770
H5 0.167 1.881 -3.378  -0.213
H6 -0.057 2.904 -4.789  0.561
H7 1.176 1.598 -4.739  0.567
H8 -2.010 0.983 -3.358  -0.078
C4 -2.104 4.186 -2.802  -1.278
C5 -0.978 4.467 -1.874  2.794
C6 0.004 5.397 -2.564  -1.581
O2 -1.553 5.233 -0.825  -0.662
H9 -2.497 5.086 -3.275  0.459
H10 -2.996 3.701 -2.405  0.133
H11 -1.747 3.541 -3.605  0.187
H12 -0.544 3.543 -1.492  -0.929
H13 -0.443 6.315 -2.944  0.454
H14 0.437 4.939 -3.453  0.233
H15 0.834 5.689 -1.920  0.146
H16 -2.231 4.739 -0.358  0.267
C7 1.303 -1.666 3.871  0.263
C8 2.077 -2.933 4.178  0.299
C9 2.295 -3.183 5.664  -1.500
O3 1.163 -3.997 3.764  -0.542
H17 0.782 -1.695 2.914  -0.480
H18 1.794 -0.694 3.903  -0.122
H19 0.511 -1.574 4.614  0.440
H20 2.983 -2.947 3.572  0.290
H21 2.700 -2.344 6.230  0.349
H22 3.089 -3.916 5.808  0.401
H23 1.414 -3.553 6.188  0.375
H24 0.524 -4.266 4.427  0.248
C10 -1.951 -3.508 1.087  0.663
C11 -2.104 -4.893 0.546  0.211
C12 -3.556 -5.209 0.139  -1.554
O4 -1.243 -5.161 -0.532  -0.510
H25 -2.546 -3.351 1.987  0.316
H26 -2.335 -2.743 0.412  -0.575
H27 -0.872 -3.395 1.197  -0.276
H28 -1.810 -5.632 1.292  0.583
H29 -4.224 -5.088 0.992  0.439
H30 -3.648 -6.234 -0.220  0.415
H31 -3.853 -4.512 -0.646  0.183
H32 -0.435 -5.435 -0.092  0.118
C13 2.927 3.142 -2.720  -0.668
C14 4.095 2.238 -2.372  1.788
C15 4.235 1.007 -3.197  -1.255
O5 5.227 2.995 -2.606  -0.739
H33 2.944 3.375 -3.785  0.430
H34 2.931 4.121 -2.240  0.571
H35 2.021 2.580 -2.494  -0.443
H36 4.093 2.036 -1.301  -0.896
H37 3.476 0.275 -2.923  -0.070
H38 5.160 0.498 -2.925  0.410
H39 4.099 1.158 -4.268  0.508
H40 5.179 3.796 -2.078  0.439
C16 1.960 -5.436 -0.991  -1.554
C17 2.227 -4.925 0.379  0.677
C18 2.181 -3.389 0.343  1.179
O6 1.098 -5.219 1.217  -0.586
H41 1.619 -6.466 -0.892  0.430
H42 2.870 -5.412 -1.589  0.385
H43 1.138 -4.948 -1.515  0.239
H44 3.174 -5.273 0.792  0.374
H45 3.001 -2.978 -0.247  0.201
H46 2.352 -2.899 1.302  -1.032
H47 1.287 -3.015 -0.157  -0.630
H48 1.227 -4.769 2.055  0.278
C19 5.824 0.076 1.502  -1.629
C20 4.462 -0.468 1.142  -0.176
C21 3.267 0.327 1.658  2.144
O7 4.353 -0.497 -0.220  -0.169
H49 6.106 0.090 2.555  0.395
H50 5.826 1.132 1.233  0.276
H51 6.598 -0.437 0.931  0.501
H52 4.356 -1.518 1.417  0.367
H53 3.096 1.221 1.058  -0.953
H54 3.518 0.627 2.676  0.614
H55 2.448 -0.389 1.586  -1.492
H56 5.110 -1.015 -0.504  0.231
C22 1.358 3.659 1.039  0.672
C23 2.490 4.577 1.452  0.116
C24 3.877 3.854 1.604  -0.975
O8 2.657 5.538 0.497  -0.642
H57 1.552 3.319 0.022  -0.425
H58 0.404 4.182 0.984  0.547
H59 1.287 2.827 1.740  -0.511
H60 2.288 5.060 2.408  0.210
H61 4.226 3.300 0.733  -0.115
H62 3.902 3.151 2.437  0.207
H63 4.673 4.564 1.831  0.547
H64 1.841 6.045 0.488  0.392
C25 -1.106 -2.949 -3.493  0.012
C26 -2.430 -3.610 -3.189  2.443
C27 -3.525 -3.321 -4.168  -1.769
O9 -2.281 -5.025 -3.059  -0.701
H65 -0.297 -3.146 -2.789  -0.557
H66 -1.262 -1.873 -3.420  -0.405
H67 -0.811 -3.179 -4.517  0.516
H68 -2.722 -3.330 -2.177  -1.041
H69 -4.473 -3.744 -3.835  0.419
H70 -3.278 -3.649 -5.178  0.446
H71 -3.723 -2.261 -4.327  0.213
H72 -1.898 -5.214 -2.199  0.482
C28 -2.732 3.075 2.264  0.182
C29 -3.893 4.013 1.832  0.263
C30 -3.807 5.464 2.377  -1.566
O10 -3.731 4.227 0.468  -0.580
H73 -1.736 3.476 2.079  -0.436
H74 -2.816 2.131 1.726  -0.355
H75 -2.742 2.839 3.328  0.564
H76 -4.919 3.708 2.040  0.317
H77 -4.677 6.070 2.126  0.467
H78 -2.953 6.010 1.974  0.284
H79 -3.797 5.554 3.463  0.398
H80 -4.463 4.795 0.220  0.280
C31 2.536 -1.688 -5.133  -0.845
C32 3.786 -2.318 -4.512  0.617
C33 3.479 -3.094 -3.252  -0.951
O11 4.116 -3.211 -5.574  -0.646
H81 1.694 -2.381 -5.154  0.210
H82 2.612 -1.356 -6.168  0.626
H83 2.234 -0.798 -4.582  -0.242
H84 4.635 -1.654 -4.350  0.090
H85 2.705 -2.567 -2.695  -0.073
H86 4.344 -3.313 -2.627  0.472
H87 3.031 -4.070 -3.439  0.411
H88 4.362 -2.733 -6.370  0.350
C34 -4.407 -0.989 -1.687  -0.982
C35 -4.913 0.092 -0.732  0.258
C36 -5.109 -0.449 0.677  -1.408
O12 -3.923 1.118 -0.715  -0.489
H89 -3.389 -1.218 -1.370  -0.372
H90 -4.325 -0.698 -2.734  0.379
H91 -5.012 -1.896 -1.672  0.559
H92 -5.833 0.505 -1.146  0.509
H93 -5.745 0.233 1.242  0.466
H94 -4.185 -0.551 1.247  0.139
H95 -5.613 -1.411 0.768  0.512
H96 -4.338 1.901 -0.345  0.098
C37 0.787 -0.093 -1.467  1.414
C38 -0.616 -0.207 -0.828  3.228
C39 -0.637 -0.174 0.683  0.954
O13 -1.377 0.857 -1.382  1.649
H97 0.758 -0.060 -2.557  -0.856
H98 1.401 -0.945 -1.177  -0.426
H99 1.308 0.795 -1.109  -0.732
H100 -1.199 -1.060 -1.175  -1.924
H101 -0.435 0.834 1.044  -0.171
H102 0.074 -0.850 1.157  -1.426
H103 -1.612 -0.532 1.014  -0.493
H104 -2.154 1.026 -0.845  -1.020
C40 -0.246 2.322 4.443  -0.421
C41 0.846 2.118 5.519  0.167
C42 2.155 2.718 5.040  -0.731
O14 0.419 2.735 6.714  -0.611
H105 -1.163 1.953 4.903  0.367
H106 0.010 1.714 3.575  -0.330
H107 -0.412 3.378 4.233  0.665
H108 0.869 1.051 5.745  0.060
H109 2.138 3.800 4.909  0.315
H110 2.378 2.296 4.060  -0.232
H111 3.069 2.489 5.588  0.424
H112 0.217 3.669 6.621  0.396
C43 -2.520 -0.701 3.904  1.044
C44 -3.715 -0.873 4.847  0.326
C45 -5.046 -1.069 4.165  -1.210
O15 -3.461 -1.953 5.731  -0.589
H113 -2.396 -1.649 3.381  -0.435
H114 -1.630 -0.514 4.504  0.002
H115 -2.637 0.150 3.234  -0.523
H116 -3.790 0.017 5.471  0.281
H117 -5.024 -1.929 3.494  0.195
H118 -5.425 -0.205 3.619  0.190
H119 -5.843 -1.273 4.879  0.459
H120 -3.945 -1.956 6.560  0.335

Cartesian forces (eV/Å) of the 3 atoms listed first:
C -0.18 0.55 -0.49
C -0.83 1.08 0.48
C 0.32 -0.37 0.21

---

[4]
The following is a quantum chemistry calculation of an isolated molecule of C5H9NS, from OMol25.

Summary:
E_HOMO	-8.64	eV
electronic energy	-17655.1061	eV
energy above the lowest of the compared OMol25 structures with the same formula, charge and spin	25.08	kcal/mol
SMILES string	CC1(C)CN=CS1
Kohn-Sham gap	9.46	eV

Each line ends with the Mulliken charge.
Element x y z (Å)
C1 -1.299 -1.003 0.107  -1.736
C2 -0.144 -0.184 -0.205  1.191
C3 -0.425 0.540 -1.541  -1.534
C4 0.177 0.844 0.941  -0.782
N1 1.531 0.675 1.469  -0.486
C5 2.194 -0.228 0.931  -0.023
S1 1.395 -0.987 -0.577  -0.167
H1 -1.538 -1.581 -0.765  0.460
H2 -2.148 -0.459 0.426  0.418
H3 -1.086 -1.680 0.923  0.409
H4 0.481 1.121 -1.725  0.425
H5 -1.260 1.078 -1.144  0.374
H6 -0.728 -0.240 -2.241  0.441
H7 0.052 1.846 0.548  0.352
H8 -0.486 0.641 1.856  0.284
H9 3.283 -0.382 0.998  0.371

Cartesian forces (eV/Å) of the 3 atoms listed first:
C -0.08 -2.18 0.68
C 1.64 2.00 -0.67
C 0.02 -0.34 2.03

---

LUMO in eV, matching the order above: 0.45; 0.68; 0.19; 0.82